C59H82CaN6O8P2Se | the ωB97M-V functional and the def2-TZVPD basis

```
159
Properties=species:S:1:pos:R:3
Ca -0.19 -0.23 0.18
C -0.77 -0.44 -7.55
C 0.42 -0.02 -6.67
C 1.50 -1.11 -6.77
C 0.98 1.30 -7.20
C 0.02 0.17 -5.19
C 1.16 0.56 -4.33
C 0.94 0.93 -3.06
Se 2.31 0.82 -1.70
C 2.75 -1.04 -1.97
C 3.69 -1.38 -2.93
C 3.95 -2.71 -3.23
C 3.22 -3.66 -2.51
C 2.28 -3.37 -1.53
C 2.03 -2.01 -1.22
O 1.18 -1.63 -0.30
C 1.52 -4.56 -0.91
C 0.74 -5.30 -2.02
C 0.49 -4.19 0.17
C 2.53 -5.53 -0.27
C 4.96 -3.16 -4.29
C 4.23 -3.94 -5.40
C 5.67 -1.96 -4.93
C 6.02 -4.06 -3.66
C -0.42 1.26 -2.58
O -0.69 1.29 -1.37
C -1.53 1.50 -3.54
C -1.27 0.99 -4.97
C -2.11 2.94 -3.37
C -0.97 3.94 -3.57
C -2.73 3.14 -1.98
C -3.21 3.22 -4.40
H -0.51 -0.30 -8.60
H -1.67 0.15 -7.35
H -1.03 -1.49 -7.40
H 1.61 -1.43 -7.81
H 1.22 -1.99 -6.18
H 2.47 -0.76 -6.43
H 1.29 1.19 -8.25
H 1.85 1.63 -6.63
H 0.23 2.10 -7.16
H 2.18 0.35 -4.64
H 4.20 -0.58 -3.45
H 3.40 -4.70 -2.74
H -0.05 -4.65 -2.42
H 0.27 -6.20 -1.62
H 1.39 -5.59 -2.85
H -0.25 -3.48 -0.20
H 0.97 -3.74 1.04
H -0.02 -5.11 0.48
H 3.21 -5.97 -1.00
H 2.00 -6.35 0.22
H 3.13 -5.01 0.48
H 3.47 -3.31 -5.87
H 3.74 -4.82 -5.00
H 4.94 -4.26 -6.17
H 4.96 -1.32 -5.47
H 6.41 -2.32 -5.66
H 6.19 -1.36 -4.19
H 5.58 -4.96 -3.23
H 6.55 -3.53 -2.85
H 6.76 -4.37 -4.40
H -1.55 1.66 -5.77
H -0.17 3.79 -2.84
H -1.35 4.97 -3.46
H -0.54 3.85 -4.57
H -2.00 3.02 -1.18
H -3.54 2.43 -1.80
H -3.15 4.15 -1.92
H -2.85 3.21 -5.43
H -3.61 4.23 -4.21
H -4.05 2.52 -4.32
C -1.00 -1.85 4.57
C -0.52 -1.99 3.28
N -1.18 -1.50 2.24
C -2.35 -0.88 2.47
C -2.76 -0.65 3.78
N -2.10 -1.13 4.83
C -3.16 -0.50 1.27
C -4.45 -0.04 1.38
C -5.13 0.25 0.18
C -4.51 0.05 -1.02
C -3.17 -0.43 -1.07
N -2.53 -0.68 0.11
C -2.45 -0.63 -2.27
C -2.60 0.27 -3.43
N -2.12 -0.23 -4.76
C -0.88 -1.05 -4.62
C -0.55 -1.51 -3.25
N -1.29 -1.37 -2.20
C -6.53 0.75 0.24
C -6.90 1.73 1.16
C -8.21 2.18 1.17
N -9.16 1.73 0.35
C -8.80 0.79 -0.52
C -7.52 0.27 -0.62
H -0.48 -2.29 5.42
H 0.42 -2.49 3.08
H -3.63 -0.04 3.99
H -4.94 0.07 2.33
H -5.04 0.24 -1.94
H -3.61 0.66 -3.53
H -0.89 -1.91 -5.29
H 0.37 -2.08 -3.14
H -6.17 2.14 1.84
H -8.51 2.95 1.87
H -9.58 0.43 -1.18
H -7.29 -0.51 -1.33
C 3.20 -2.26 2.15
C 3.74 -1.14 3.01
C 4.57 -1.61 4.17
O 2.61 -0.39 3.60
P 2.02 0.85 2.83
O 1.60 0.63 1.43
C 0.62 1.32 3.88
P -0.56 2.25 2.88
O -1.10 1.57 1.68
O 0.30 3.54 2.59
C -0.09 4.45 1.50
C 0.20 5.85 1.99
C 0.68 4.06 0.26
O -1.76 2.69 3.81
C -1.57 3.47 5.03
C -1.77 2.55 6.21
C -2.56 4.61 4.98
O 3.10 1.99 2.89
C 3.74 2.41 4.13
C 5.23 2.33 3.92
C 3.27 3.82 4.44
H 4.03 -2.71 1.59
H 2.47 -1.89 1.42
H 2.74 -3.03 2.77
H 4.32 -0.45 2.40
H 3.98 -2.28 4.80
H 4.92 -0.78 4.79
H 5.44 -2.16 3.80
H 0.95 1.93 4.72
H 0.15 0.40 4.25
H -1.16 4.33 1.32
H 1.27 5.96 2.17
H -0.34 6.06 2.91
H -0.11 6.57 1.23
H 1.76 4.09 0.47
H 0.46 4.76 -0.55
H 0.42 3.05 -0.07
H -0.55 3.87 5.03
H -2.79 2.17 6.23
H -1.59 3.10 7.14
H -1.09 1.69 6.18
H -3.58 4.22 4.99
H -2.42 5.20 4.08
H -2.42 5.25 5.85
H 3.45 1.73 4.93
H 5.51 2.91 3.04
H 5.56 1.30 3.76
H 5.76 2.72 4.79
H 3.60 4.50 3.65
H 3.70 4.15 5.39
H 2.18 3.87 4.50
```

HOMO level = -5.67 eV
energy relative to the best compared isomer or geometry (same formula, charge and spin) = 77.5 kcal/mol
Kohn-Sham gap = 5.5239 eV
total charge = 0

Löwdin atomic charge list, values in e, 5 entries: 1.348 -0.041 -0.534 -0.042 -0.038